# 1
19
Properties=species:S:1:pos:R:3:forces:R:3 method="wB97M-V/def2-TZVPD" smiles=CO[C@H](C)CN(O)O relative_energy_kcal_mol=119.1 orbital_gap_ev=9.5
C 1.202 0.286 2.394 -0.2 -0.1 -0.2
O 1.321 -0.412 1.167 -1.4 -0.5 -0.5
C 0.052 -0.410 0.296 2.6 0.3 1.4
C 0.096 -1.671 -0.539 0.2 -0.2 0.1
C 0.272 0.900 -0.422 -2.6 -0.2 -2.0
N -0.816 1.145 -1.543 1.2 0.8 1.0
O -0.538 0.294 -2.666 -0.7 0.0 0.7
O -2.124 0.810 -1.029 0.9 0.3 -0.3
H 2.171 0.269 2.904 -0.1 -0.1 -0.2
H 0.458 -0.189 3.041 0.0 0.1 0.1
H 0.930 1.336 2.243 -0.1 0.0 0.1
H -0.830 -0.398 0.942 0.1 0.1 0.0
H 0.938 -1.662 -1.237 -0.2 0.1 0.0
H -0.833 -1.806 -1.100 0.2 0.1 0.1
H 0.230 -2.544 0.109 -0.1 0.2 0.0
H 1.244 0.956 -0.920 -0.3 -0.2 0.0
H 0.150 1.752 0.251 0.0 -0.1 -0.1
H -1.313 -0.294 -2.697 0.3 0.1 0.0
H -2.610 1.639 -1.195 0.2 -0.5 0.0

# 2
94
Properties=species:S:1:pos:R:3:forces:R:3 method="wB97M-V/def2-TZVPD" total_charge=-1 relative_energy_kcal_mol=9.5 orbital_gap_ev=7.2
Sr 0.224 -0.249 -0.053 -0.1 0.2 0.5
C -4.468 0.977 -0.760 0.0 0.0 0.0
C -2.997 0.929 -1.109 0.0 0.0 0.1
N -2.095 0.986 -0.183 -0.1 0.0 -0.1
N -2.622 1.222 1.091 0.0 0.1 -0.1
C -1.817 1.778 1.934 -0.2 -0.1 0.0
S -0.145 2.154 1.877 0.0 -0.1 0.0
S -2.631 2.239 3.471 0.1 0.1 0.0
C -4.327 2.528 2.917 -0.1 -0.1 0.0
C -5.321 1.391 2.991 0.0 0.0 0.0
C -4.951 0.080 3.255 0.0 0.0 0.0
C -5.897 -0.938 3.255 0.0 0.0 0.0
C -7.229 -0.657 2.994 0.0 0.0 0.0
C -7.611 0.653 2.739 0.0 0.0 0.0
C -6.664 1.666 2.740 0.0 0.0 0.0
C -2.636 0.881 -2.542 0.1 0.0 0.0
C -3.648 1.162 -3.476 0.0 0.0 0.0
C -3.430 1.248 -4.836 0.0 0.0 0.0
C -2.137 1.052 -5.318 0.0 0.0 0.0
C -1.113 0.781 -4.443 0.0 0.0 0.0
C -1.303 0.680 -3.036 0.0 0.1 0.0
O -0.290 0.400 -2.294 0.0 0.0 -0.1
H -4.619 0.644 0.261 0.0 0.0 0.0
H -5.045 0.351 -1.438 0.0 0.0 0.0
H -4.856 1.997 -0.835 0.0 0.0 0.0
H -4.253 2.851 1.878 0.0 0.0 0.0
H -4.696 3.374 3.501 0.0 0.0 0.0
H -3.910 -0.133 3.457 -0.1 0.0 0.0
H -5.584 -1.956 3.454 0.0 0.0 0.0
H -7.965 -1.451 2.989 0.0 0.0 0.0
H -8.650 0.886 2.535 0.0 0.0 0.0
H -6.969 2.686 2.531 0.0 0.0 0.0
H -4.653 1.345 -3.123 0.0 0.0 0.0
H -4.249 1.475 -5.507 0.0 0.0 0.0
H -1.933 1.114 -6.381 0.0 0.0 0.0
H -0.103 0.623 -4.804 0.0 0.0 0.0
C 3.461 -0.736 1.292 0.0 -0.1 0.0
N 2.227 -0.773 2.065 0.0 0.0 -0.2
C 2.350 0.110 3.214 -0.1 0.0 0.0
C 1.945 -2.154 2.455 0.0 0.0 0.1
C 0.605 -2.313 3.151 0.0 0.0 0.1
N -0.537 -1.894 2.331 0.0 -0.1 -0.1
C -1.571 -1.280 3.152 0.0 0.0 -0.1
C -1.091 -3.041 1.616 0.0 0.0 0.0
H 4.334 -1.018 1.904 0.0 0.0 0.0
H 3.624 0.272 0.905 0.0 0.0 0.0
H 3.379 -1.432 0.455 0.0 0.0 0.0
H 3.143 -0.236 3.900 0.0 0.0 0.0
H 1.409 0.185 3.754 0.0 0.0 0.0
H 2.592 1.116 2.873 0.0 0.0 0.0
H 2.729 -2.519 3.146 0.0 0.0 0.0
H 1.984 -2.781 1.561 0.0 0.0 0.0
H 0.594 -1.741 4.080 0.0 0.0 0.0
H 0.495 -3.368 3.442 0.0 0.0 0.0
H -1.953 -1.976 3.917 0.0 0.0 0.0
H -2.398 -0.973 2.511 0.1 0.0 0.0
H -1.183 -0.387 3.640 0.0 0.0 0.0
H -1.814 -2.707 0.870 0.0 0.0 0.0
H -0.294 -3.578 1.105 0.0 0.0 0.0
H -1.587 -3.739 2.310 0.0 0.0 0.0
N -1.498 -2.305 -1.701 0.1 0.0 0.0
C -1.232 -3.744 -1.824 0.0 0.0 0.0
C 0.249 -4.106 -1.983 0.0 0.0 0.0
C 1.179 -3.545 -0.901 -0.2 0.0 -0.2
O 1.879 -4.305 -0.227 0.0 0.0 0.0
O 1.134 -2.275 -0.799 0.6 -0.2 0.1
H -2.406 -2.077 -2.089 0.0 0.0 0.0
H -0.819 -1.772 -2.237 0.0 0.0 0.0
H -1.752 -4.175 -2.688 0.0 0.0 0.0
H -1.631 -4.255 -0.941 0.0 0.0 0.0
H 0.605 -3.728 -2.948 0.0 0.0 0.0
H 0.337 -5.193 -2.001 0.0 0.0 0.0
C 4.992 1.316 -4.227 0.0 0.0 0.0
N 3.589 1.523 -4.571 0.0 0.0 0.0
C 3.124 0.358 -5.323 0.0 0.0 0.0
N 3.329 -0.918 -4.645 0.0 0.0 0.0
C 4.742 -1.037 -4.303 0.0 0.0 0.0
N 5.265 0.073 -3.506 0.0 0.0 0.0
C 4.647 0.093 -2.172 0.0 0.0 0.0
P 2.796 0.295 -2.190 -0.1 0.1 0.2
C 2.775 1.730 -3.365 0.0 0.0 -0.1
C 2.485 -1.030 -3.448 0.0 0.0 0.0
H 5.338 2.159 -3.624 0.0 0.0 0.0
H 5.566 1.294 -5.157 0.0 0.0 0.0
H 3.672 0.330 -6.269 0.0 0.0 0.0
H 2.062 0.479 -5.541 0.0 0.0 0.0
H 5.314 -1.076 -5.235 0.0 0.0 0.0
H 4.900 -1.970 -3.758 0.0 0.0 0.0
H 5.094 0.904 -1.590 0.0 0.0 0.0
H 4.895 -0.839 -1.656 0.0 0.0 0.0
H 3.133 2.622 -2.844 0.0 0.0 0.0
H 1.738 1.922 -3.650 0.0 0.0 0.0
H 1.431 -0.991 -3.729 0.0 0.0 0.0
H 2.655 -1.996 -2.968 0.0 0.0 0.0

# 3
14
Properties=species:S:1:pos:R:3:forces:R:3 method="wB97M-V/def2-TZVPD" relative_energy_kcal_mol=111.8 orbital_gap_ev=7.3
N -1.664 1.656 0.737 0.1 -0.1 0.0
C -0.647 0.924 0.319 -0.1 0.1 0.0
O 0.478 0.890 0.912 -0.2 0.0 -0.1
C -0.403 0.097 -0.882 0.0 -0.1 0.0
C 1.040 0.018 -0.335 0.1 -0.3 0.0
C 1.261 -1.820 0.168 0.1 0.7 0.2
O 0.810 -2.583 -0.731 -0.1 0.3 -0.2
H -1.565 2.224 1.568 0.0 -0.1 -0.1
H -2.534 1.676 0.228 0.1 -0.1 0.1
H -0.633 0.611 -1.822 0.2 -0.1 0.1
H -0.820 -0.921 -0.887 -0.1 0.1 0.0
H 1.684 0.770 -0.822 0.2 -0.6 0.1
H 0.652 -1.684 1.104 0.1 0.0 -0.1
H 2.342 -1.858 0.443 -0.2 0.2 -0.2

# 4
21
Properties=species:S:1:pos:R:3:forces:R:3 method="wB97M-V/def2-TZVPD" relative_energy_kcal_mol=143.8 orbital_gap_ev=8.8
C 1.403 0.043 -0.596 -2.8 0.6 1.4
C 0.189 -0.925 -0.199 2.0 2.6 -0.1
C 2.531 -0.361 0.284 1.5 -2.9 1.4
C -2.252 -1.043 -0.010 0.9 2.1 1.2
C -3.417 -0.048 -0.178 -4.6 2.0 2.0
H 1.421 2.264 -0.853 -0.1 -1.4 0.3
H 1.598 1.457 0.704 -2.4 1.4 -3.4
H 1.425 -0.269 -1.619 0.9 0.4 -0.9
H 2.294 -0.059 1.443 0.6 -0.4 -2.7
H 2.599 -1.604 0.320 0.0 3.4 -0.2
H 4.575 0.468 0.833 -3.5 -1.1 -4.9
H -0.930 0.785 0.451 0.0 -4.2 -2.8
H -2.295 -1.592 0.953 -0.6 0.2 -0.6
H -2.281 -1.693 -0.828 -0.2 -1.3 -1.1
H -3.518 2.247 0.224 1.7 -4.7 -0.7
N 1.000 1.478 -0.309 2.8 -0.6 3.5
N -0.973 -0.312 -0.078 -1.8 4.2 2.2
O 0.449 -2.081 -0.125 -0.5 -2.9 -0.2
O 3.740 0.237 -0.282 2.6 0.6 5.8
O -4.651 -0.310 -0.278 5.9 1.1 0.0
O -2.907 1.315 0.139 -2.5 1.0 -0.3

# 5
67
Properties=species:S:1:pos:R:3:forces:R:3 method="wB97M-V/def2-TZVPD" total_charge=-1 orbital_gap_ev=6.3
C -1.929 -3.347 -0.653 0.6 1.0 -0.7
C -1.381 -1.785 -0.814 -1.8 -0.5 0.2
O -0.497 -1.396 0.286 -0.3 0.6 -3.0
C 0.695 -0.662 -0.153 2.3 -0.3 3.9
C 0.590 0.546 -1.251 1.4 0.0 -0.8
O -0.667 1.305 -1.257 0.7 1.3 3.1
C -0.773 2.107 -0.008 -0.7 0.9 3.5
C 0.008 3.512 0.298 -2.7 -2.4 2.7
C -0.223 4.187 1.794 -1.4 -2.8 -0.3
C -1.161 3.505 2.962 0.1 -2.0 -3.4
C -1.962 2.105 2.647 2.9 1.7 -3.9
C -1.748 1.430 1.170 1.3 2.8 1.0
O 1.188 -0.127 1.163 -2.3 0.0 -2.9
B 2.663 -0.178 1.255 -0.1 -0.2 -0.6
O 3.063 -0.818 -0.045 -1.0 -1.7 -1.2
C 1.952 -1.752 -0.333 -0.2 1.9 1.3
B 1.995 -2.707 -1.664 0.4 -0.6 -0.4
N 1.508 -4.163 -1.463 1.7 1.2 1.4
O 2.479 -2.305 -3.008 -2.3 0.3 2.1
H -3.005 -3.350 -1.126 2.0 -0.2 1.2
H -1.903 -3.681 0.475 -0.1 0.6 -2.4
H -1.242 -3.993 -1.345 -1.3 0.9 1.6
H -0.926 -1.712 -1.887 -0.6 0.1 2.0
H -2.355 -1.098 -0.753 2.1 -1.2 -0.4
H 0.748 0.116 -2.355 -0.7 0.9 2.2
H 1.460 1.352 -1.113 -1.6 -2.3 0.1
H 0.706 3.989 -0.524 -1.6 -1.0 2.0
H 0.357 5.195 2.051 -1.4 -2.5 -0.7
H -1.311 3.956 4.053 0.6 -0.8 -2.8
H -2.634 1.546 3.427 1.5 1.3 -1.6
H -2.302 0.401 0.927 1.6 2.6 0.5
H 2.969 -0.774 2.240 0.2 -1.2 0.7
H 3.212 0.857 1.442 0.3 1.2 -0.5
H 1.842 -2.364 0.687 -0.2 0.8 -2.3
H 1.137 -4.243 -0.468 0.7 0.2 -1.6
H 2.374 -4.778 -1.449 -1.5 0.7 -0.4
H 1.943 -1.496 -3.259 1.4 -1.1 0.5
C 1.932 1.620 5.249 0.3 -0.1 0.0
C 1.752 3.123 5.116 -0.4 -0.7 -0.6
O 2.577 3.827 6.054 1.3 0.6 0.1
C 3.897 3.885 5.748 -0.3 -0.8 -0.7
O 4.429 3.401 4.763 -0.6 0.9 1.5
O 4.532 4.548 6.747 -0.4 -0.2 -0.5
C 5.949 4.582 6.603 0.4 0.0 0.0
H 1.754 1.301 6.281 -0.2 0.1 0.0
H 1.241 1.089 4.587 0.1 0.1 0.0
H 2.951 1.315 4.994 -0.2 0.1 -0.2
H 0.714 3.383 5.349 0.3 0.2 0.2
H 1.949 3.468 4.094 0.1 -0.1 0.2
H 6.241 4.987 5.628 -0.1 -0.2 0.1
H 6.361 3.578 6.744 0.0 0.1 -0.2
H 6.355 5.235 7.381 -0.4 -0.1 0.0
C -5.544 -4.251 -6.259 0.3 -0.1 0.1
C -5.724 -2.748 -6.392 -0.2 -0.4 -0.3
O -4.899 -2.043 -5.454 0.8 0.3 -0.2
C -3.579 -1.985 -5.760 0.3 -0.3 -0.1
O -3.047 -2.470 -6.745 -0.8 0.7 1.2
O -2.944 -1.322 -4.761 -0.8 -0.5 -0.9
C -1.527 -1.288 -4.905 0.7 0.1 0.0
H -5.722 -4.569 -5.228 -0.1 0.1 -0.1
H -6.234 -4.782 -6.921 0.0 0.1 0.1
H -4.525 -4.555 -6.514 -0.2 0.1 -0.1
H -6.762 -2.487 -6.159 0.3 0.2 0.2
H -5.527 -2.403 -7.414 0.2 -0.1 0.2
H -1.235 -0.884 -5.880 -0.1 -0.2 0.1
H -1.115 -2.293 -4.764 0.0 0.1 -0.2
H -1.120 -0.636 -4.127 -0.4 -0.1 0.0

no.,electronic energy (eV)
1,-11954.9452
2,-82790.1361
3,-9842.4320
4,-16511.8776
5,-45612.6547